Record 1
Entry from OMol25: C29H36BrINO5S2SiTl as an isolated structure (ωB97M-V with the def2-TZVPD basis set).

Structure (XYZ):
```
77
Properties=species:S:1:pos:R:3:forces:R:3:lowdin_charge:R:1
Tl 0.09067 0.07686 -0.18119 -0.38 -0.31 0.60 1.022
C 0.98743 2.04635 -0.13470 0.05 -0.48 -0.22 -0.305
Si -0.23310 3.30949 0.50825 0.03 0.04 -0.02 0.632
C -1.91297 2.84070 -0.21505 0.02 -0.03 0.05 -0.237
N -2.28433 1.44155 0.04413 0.05 -0.05 -0.04 -0.227
C -2.67251 1.24704 1.47523 0.00 0.01 0.11 -0.167
C -3.94414 0.42786 1.62917 0.04 0.01 -0.02 -0.164
C -5.12222 1.07610 0.89949 0.00 0.00 0.02 -0.175
C -4.71588 1.55196 -0.51192 0.02 -0.01 0.02 -0.160
C -3.34596 0.99456 -0.87670 -0.07 0.02 0.01 -0.207
C 0.23329 4.99682 -0.16276 -0.05 -0.03 0.04 -0.235
C 0.06220 5.29472 -1.51782 0.00 -0.02 -0.01 -0.098
C 0.41509 6.53238 -2.03268 0.00 0.00 -0.02 -0.087
C 0.95154 7.50109 -1.19625 0.01 0.02 0.00 -0.087
C 1.13676 7.22405 0.14965 0.01 0.01 -0.01 -0.081
C 0.78068 5.98312 0.65895 0.02 0.00 0.03 -0.088
C -0.26617 3.31227 2.37188 0.07 0.04 -0.03 -0.258
C -1.03507 4.27157 3.04094 0.00 -0.01 -0.02 -0.114
C -1.11986 4.28178 4.42320 -0.02 0.01 0.01 -0.084
C -0.43486 3.32630 5.16368 0.00 0.00 0.02 -0.080
C 0.32788 2.36571 4.51915 0.00 0.00 0.00 -0.060
C 0.41348 2.36119 3.13312 -0.02 -0.02 0.00 -0.080
H 1.83627 1.85530 0.51955 0.10 0.09 -0.07 -0.029
H 1.35105 2.25150 -1.13845 0.03 0.13 0.02 -0.012
H -1.84867 2.98838 -1.29870 0.01 -0.01 0.00 0.087
H -2.67641 3.54462 0.15029 -0.01 -0.01 -0.02 0.099
H -2.82412 2.22841 1.93972 -0.07 0.01 -0.04 0.118
H -1.85683 0.75955 2.01185 -0.06 0.06 -0.01 0.092
H -4.16252 0.33800 2.69421 0.02 -0.03 0.00 0.123
H -3.76243 -0.58766 1.26958 -0.01 -0.01 0.01 0.101
H -5.47700 1.92638 1.48654 -0.01 0.00 0.00 0.107
H -5.95340 0.37103 0.84452 -0.01 0.00 -0.01 0.105
H -4.68978 2.64293 -0.55621 0.00 0.00 -0.01 0.101
H -5.44451 1.23333 -1.26008 0.00 0.00 0.00 0.108
H -3.05154 1.28941 -1.88604 -0.01 -0.02 -0.01 0.124
H -3.36794 -0.09314 -0.85966 -0.01 0.02 -0.04 0.083
H -0.34750 4.54977 -2.19207 -0.02 0.00 0.00 0.096
H 0.27291 6.74195 -3.08516 0.00 0.00 0.00 0.102
H 1.22747 8.46885 -1.59483 0.00 0.00 0.00 0.102
H 1.56085 7.97432 0.80452 0.00 0.00 0.00 0.104
H 0.93370 5.77950 1.71223 -0.01 0.00 0.01 0.099
H -1.57677 5.02275 2.47397 0.00 0.01 0.00 0.107
H -1.72074 5.03002 4.92435 0.00 0.01 0.00 0.102
H -0.50042 3.33077 6.24422 -0.01 0.00 0.00 0.103
H 0.85075 1.60906 5.08896 0.00 -0.01 0.00 0.112
H 0.98916 1.57612 2.65849 0.02 0.00 -0.01 0.086
O -1.14047 -2.78110 1.56085 0.06 -0.03 -0.01 -0.369
S 0.13962 -2.10287 1.74584 -0.08 0.19 0.17 0.264
O 0.95409 -2.60046 2.81716 0.06 -0.06 -0.04 -0.310
O -0.11353 -0.59699 1.92326 -0.26 0.08 0.22 -0.464
O 0.88646 -2.09781 0.41269 0.26 0.30 -0.33 -0.611
O -1.45317 -1.31310 -0.99220 0.09 0.31 -0.38 -0.612
S -1.38702 -2.84688 -1.13674 -0.02 -0.12 0.01 1.061
C -2.98914 -3.37164 -0.45861 -0.03 -0.11 -0.04 -0.284
C -3.93002 -3.68624 -1.62185 0.05 -0.01 -0.03 -0.216
C -3.47247 -2.82976 -2.80005 -0.01 0.01 0.05 -0.231
C -1.96691 -3.04445 -2.84484 -0.02 0.07 0.03 -0.302
H -3.29487 -2.51698 0.14105 0.01 0.01 0.01 0.080
H -2.79876 -4.19974 0.21887 0.00 0.02 0.03 0.097
H -4.97016 -3.51138 -1.34743 0.01 0.04 0.02 0.116
H -3.83484 -4.74089 -1.89161 -0.05 0.00 0.00 0.114
H -3.67622 -1.77439 -2.60573 -0.04 0.01 -0.02 0.103
H -3.96184 -3.10369 -3.73468 0.04 -0.02 -0.01 0.115
H -1.40744 -2.33389 -3.45064 0.01 -0.02 -0.02 0.096
H -1.71119 -4.06078 -3.15261 0.01 -0.02 0.01 0.100
Br 4.43200 1.71530 -1.53877 0.01 -0.01 -0.01 0.739
C 5.72364 1.01558 -0.33788 -0.09 0.01 -0.04 -0.723
C 7.01257 1.52182 -0.43672 0.00 0.01 0.01 -0.143
C 8.00314 1.04992 0.40549 0.02 0.00 0.01 -0.087
C 7.70125 0.07642 1.34685 0.00 0.01 0.00 -0.087
C 6.41374 -0.42221 1.43804 -0.05 0.04 0.00 -0.161
C 5.40239 0.03887 0.59473 0.03 -0.12 0.08 -0.720
I 3.52150 -0.86513 0.77205 0.18 -0.01 -0.08 1.158
H 7.22978 2.28135 -1.17431 0.00 0.00 -0.01 0.096
H 9.00740 1.44338 0.32400 0.01 0.00 0.00 0.105
H 8.46826 -0.29835 2.01113 0.00 0.00 0.01 0.105
H 6.17846 -1.18071 2.17213 0.00 -0.02 0.00 0.090
```
Positions in Å, forces in eV/Å.

**HOMO-LUMO gap**: 0.29859 hartree
**Energy above the lowest of the compared OMol25 structures with the same formula, charge and spin**: 40.4 kJ/mol
**LUMO level**: -0.45 eV
**Highest occupied orbital energy**: -8.576 eV


Record 2
Entry from OMol25: C29H36Cl2CrN4O2P2 as an isolated structure (ωB97M-V with the def2-TZVPD basis set).

Structure (XYZ):
```
76
Properties=species:S:1:pos:R:3:forces:R:3:mulliken_spin:R:1
Cr -2.38055 3.71532 0.91673 -0.92 -0.06 2.00 4.286
C -0.01032 1.71886 4.46886 -1.19 0.40 0.21 -0.008
C 0.34225 1.93792 3.20868 -0.69 1.48 0.42 0.043
C 0.32327 0.98040 2.10223 -0.75 -0.83 -0.99 -0.023
C -0.88560 0.70100 1.14790 1.19 -1.39 -0.36 0.011
C -2.25661 0.65630 1.65655 -1.19 1.14 0.87 0.032
C -2.57455 0.59526 2.95630 0.71 -0.33 -0.96 0.024
C -1.71396 -0.14627 3.90466 0.39 0.57 0.63 -0.005
C -1.10140 0.78328 4.92781 1.58 -0.91 1.35 0.009
C -4.48575 3.45209 0.91308 0.96 1.38 -0.56 -0.252
H 0.30240 2.41470 5.24879 -0.31 0.21 -0.37 0.000
H 0.58454 2.96327 2.94284 1.01 -0.04 0.20 0.001
H 0.55485 0.01866 2.55414 0.28 0.25 -0.19 0.000
H 1.12945 1.30676 1.43334 0.08 -0.48 0.13 -0.028
H -0.79554 1.35267 0.27304 -0.24 0.15 -0.11 -0.020
H -0.72682 -0.30895 0.74637 0.67 0.04 -0.45 0.003
H -3.06814 0.74648 0.95022 -0.15 0.92 -0.32 0.006
H -3.37872 1.18497 3.33756 -1.19 -0.58 0.17 -0.030
H -0.91378 -0.68019 3.38038 -0.60 -0.30 0.22 0.001
H -2.36217 -0.84808 4.46134 0.32 0.05 -0.41 0.001
H -1.89125 1.40593 5.36317 0.27 0.03 0.04 0.000
H -0.65433 0.16982 5.73882 -0.50 0.20 -0.04 0.000
H -5.00265 3.25123 1.85925 0.39 0.01 -0.23 0.011
H -4.85200 2.81622 0.09869 0.03 0.08 0.16 0.002
H -4.61146 4.54144 0.63069 -0.46 -0.96 0.24 0.000
P -0.52441 -1.34564 -2.20638 -1.34 -2.65 -2.38 -0.001
P 2.30638 0.02029 -1.27332 3.17 -1.59 -0.53 -0.001
N -1.39071 -2.80129 -1.74396 -0.43 -0.89 0.53 0.000
N -1.08136 -1.49954 -3.96828 0.90 -0.16 0.48 0.000
N 2.95360 -1.10620 -0.05574 -0.34 -0.87 -0.03 0.000
N 3.88931 0.63250 -1.94924 -0.40 0.58 -0.66 0.000
C 1.09236 -2.24165 -2.44180 0.67 -0.13 -0.25 0.000
C 2.20168 -1.22747 -2.65965 -0.35 0.48 0.26 0.000
C -2.60090 -2.88630 -1.04580 0.22 -0.74 -0.32 0.000
C -3.05216 -4.19749 -1.04738 0.56 0.64 -0.16 0.000
C -2.07771 -4.97842 -1.75901 0.52 0.95 -0.31 0.000
C -1.10435 -4.09950 -2.19752 -0.54 -0.20 0.76 0.000
C -1.75971 -0.56580 -4.72723 0.10 -0.36 -0.69 0.000
C -1.79459 -0.97376 -6.05159 0.74 -0.29 0.80 0.000
C -1.01943 -2.18116 -6.13079 -0.39 -0.07 1.26 0.000
C -0.68616 -2.52823 -4.83515 0.12 1.03 -0.72 0.000
C 2.40720 -1.28898 1.21303 0.71 -0.64 -0.10 0.002
C 2.97351 -2.36658 1.85392 0.51 0.28 -0.81 0.000
C 3.95331 -2.90296 0.93909 -0.61 0.66 -0.67 0.000
C 3.84309 -2.17501 -0.23576 0.11 -0.01 0.70 0.000
C 5.20462 0.17150 -1.95698 0.18 0.64 0.26 0.000
C 6.02592 1.16332 -2.50618 -0.97 -1.34 0.57 0.000
C 5.18844 2.19288 -2.96571 -1.59 -0.47 0.17 0.000
C 3.87524 1.82265 -2.68315 0.78 -0.07 0.84 0.000
H 1.12113 -2.89688 -3.32424 -0.38 0.39 0.38 0.000
H 1.30569 -2.92864 -1.60833 -0.16 0.57 0.17 0.000
H 3.18018 -1.69519 -2.85325 -0.39 0.24 0.21 0.000
H 1.97289 -0.61268 -3.53844 0.04 -0.06 -0.09 0.000
H -3.01869 -2.00154 -0.60160 -0.13 0.09 0.04 0.000
H -3.98026 -4.55782 -0.61499 0.30 0.16 0.01 0.000
H -2.04369 -6.05231 -1.94470 -0.22 0.45 0.10 0.000
H -0.21628 -4.31097 -2.76998 -0.20 -0.06 0.26 0.000
H -2.14683 0.32128 -4.26752 -0.19 0.16 0.10 0.000
H -2.31885 -0.51973 -6.86952 0.03 0.35 -0.05 0.000
H -0.69983 -2.75204 -6.99069 -0.43 0.03 -0.05 0.000
H -0.17295 -3.41519 -4.50429 -0.12 0.26 -0.15 0.000
H 1.66784 -0.62327 1.53593 -0.45 0.42 0.26 -0.002
H 2.74767 -2.76080 2.84270 0.02 0.36 -0.31 0.000
H 4.67568 -3.69352 1.13298 -0.43 0.11 -0.19 0.000
H 4.29243 -2.33783 -1.19780 0.22 -0.05 0.15 0.000
H 5.44301 -0.82888 -1.60794 0.11 0.66 0.18 0.000
H 7.09783 1.12279 -2.54125 0.13 -0.08 -0.15 0.000
H 5.47410 3.09780 -3.44232 0.18 0.44 -0.36 0.000
H 2.91785 2.26722 -2.92214 0.24 0.28 0.15 0.000
Cl -0.78553 5.09187 5.91639 -0.67 0.63 -0.68 0.000
C -2.28530 5.49375 4.91746 0.16 -0.54 0.71 0.000
Cl -2.43006 7.15163 4.37008 0.35 0.17 0.30 0.000
C -2.34548 4.47836 3.76140 -0.45 -1.02 0.92 -0.043
O -2.65951 3.32549 4.11146 0.37 1.66 -1.15 -0.007
O -2.08567 4.96961 2.60648 -0.16 -1.47 -1.11 -0.009
H -3.10170 5.30128 5.61726 0.20 0.02 -0.29 0.000
```
Positions in Å, forces in eV/Å.

**HOMO-LUMO gap (alpha / beta)**: 0.26355 / 0.25921 hartree
**Multiplicity**: 5
**⟨S²⟩**: 6.105
**LUMO level (alpha / beta)**: -1.24 / -1.36 eV
**Highest occupied orbital energy (alpha / beta)**: -8.416 / -8.416 eV


| no. | M (g/mol) |
| --- | --- |
| 1 | 982.02 |
| 2 | 657.48 |